(1)
Molecular formula: C4H4O3
Method: DFT, the ωB97M-V functional and the def2-TZVPD basis

Properties
LUMO in eV: 0.048
Strongest force on any atom in Eh/bohr: 0.01427
Energy above the lowest of the compared OMol25 structures with the same formula, charge and spin in eV: 4.381

Geometry (Å):
C1 -1.330 0.456 -0.652
C2 -0.095 -0.101 -0.015
O1 -0.063 -1.547 0.198
C3 0.051 -0.745 1.280
O2 0.107 -0.842 2.460
C4 2.140 0.139 0.179
O3 1.110 0.367 -0.605
H1 -2.208 0.153 -0.077
H2 -1.433 0.074 -1.673
H3 -1.285 1.547 -0.683
H4 3.005 0.498 -0.412



(2)
Molecular formula: C4H4O3
Method: DFT, the ωB97M-V functional and the def2-TZVPD basis

Properties
LUMO in eV: 0.580
Strongest force on any atom in Eh/bohr: 0.07185
Energy above the lowest of the compared OMol25 structures with the same formula, charge and spin in eV: 3.220

Geometry (Å):
C1 -1.527 -0.270 -0.750
C2 -0.206 -0.424 -0.304
O1 -0.600 -1.504 -1.022
C3 0.496 -0.355 1.006
O2 0.494 -0.973 2.015
C4 1.282 0.751 0.422
O3 0.836 0.553 -0.860
H1 -2.348 -0.576 -0.119
H2 -1.737 0.305 -1.637
H3 0.942 1.751 0.778
H4 2.368 0.741 0.472



(3)
Molecular formula: C4H4O3
Method: DFT, the ωB97M-V functional and the def2-TZVPD basis

Properties
SMILES: CC(=O)C(=O)C=O
LUMO in eV: -1.114
Strongest force on any atom in Eh/bohr: 0.01291
Energy above the lowest of the compared OMol25 structures with the same formula, charge and spin in eV: 1.430

Geometry (Å):
C1 -1.747 0.123 -0.435
C2 -0.297 -0.256 -0.482
O1 0.216 -0.564 -1.533
C3 0.606 -0.213 0.754
O2 0.225 -0.419 1.882
C4 2.077 0.130 0.485
O3 2.422 0.796 -0.455
H1 -2.081 0.635 0.472
H2 -2.387 -0.745 -0.622
H3 -1.805 0.731 -1.339
H4 2.773 -0.217 1.272



(4)
Molecular formula: C4H4O3
Method: DFT, the ωB97M-V functional and the def2-TZVPD basis

Properties
LUMO in eV: 0.947
Strongest force on any atom in Eh/bohr: 0.03300
Energy above the lowest of the compared OMol25 structures with the same formula, charge and spin in eV: 5.042

Geometry (Å):
O1 -0.518 1.114 -1.373
C1 -0.903 0.713 -0.122
C2 0.441 0.218 0.291
C3 -0.059 -1.026 0.977
O2 -1.236 -0.820 0.165
C4 0.858 0.422 -1.065
O3 1.619 1.102 -0.169
H1 -1.695 1.285 0.372
H2 0.483 -1.957 0.777
H3 -0.255 -0.933 2.059
H4 1.266 -0.118 -1.911



(5)
Molecular formula: C4H4O3
Method: DFT, the ωB97M-V functional and the def2-TZVPD basis

Properties
SMILES: O=CC1(C=O)CO1
LUMO in eV: 0.053
Strongest force on any atom in Eh/bohr: 0.02393
Energy above the lowest of the compared OMol25 structures with the same formula, charge and spin in eV: 2.432

Geometry (Å):
O1 -0.946 -0.442 2.156
C1 -1.030 -0.142 0.993
C2 0.059 -0.193 -0.036
C3 -0.579 -0.015 -1.383
O2 -1.590 0.639 -1.506
C4 1.416 0.263 0.344
O3 1.156 -1.083 0.027
H1 -1.939 0.276 0.560
H2 -0.148 -0.586 -2.229
H3 2.045 0.841 -0.337
H4 1.557 0.442 1.411



(6)
Molecular formula: C4H4O3
Method: DFT, the ωB97M-V functional and the def2-TZVPD basis

Properties
LUMO (alpha / beta) in eV: -0.185 / -0.898
Strongest force on any atom in Eh/bohr: 0.03002
Energy above the lowest of the compared OMol25 structures with the same formula, charge and spin in eV: 4.480

Geometry (Å):
O1 -0.338 1.629 -1.570
C1 -0.614 0.880 -0.677
O2 -1.876 0.533 -0.210
C2 -1.342 -0.318 0.836
C3 0.021 0.007 0.290
C4 1.889 -0.384 -0.374
O3 1.276 -0.074 0.764
H1 -1.691 -1.348 0.732
H2 -1.604 0.066 1.829
H3 2.792 0.170 -0.614
H4 1.489 -1.160 -1.006